{"formula": "C6H9N", "method": "the ωB97M-V functional and the def2-TZVPD basis", "elements": ["N", "C", "C", "C", "C", "C", "C", "H", "H", "H", "H", "H", "H", "H", "H", "H"], "xyz": [[2.38188, -1.85692, -0.70042], [1.25085, 1.25712, 0.26152], [-0.75828, -0.24685, -1.12487], [0.54066, -0.10605, -0.08509], [-0.51520, -0.47244, 0.96687], [1.58104, -1.07883, -0.39119], [-1.72416, -0.15997, 0.07020], [-0.34902, 0.56374, -1.67137], [-0.43244, -1.54335, 1.13452], [0.54359, 2.05657, 0.51322], [1.85428, 1.09295, 1.17357], [-0.44929, 0.09563, 1.88766], [-2.51048, -0.92556, 0.14572], [1.95598, 1.65137, -0.48413], [-2.20358, 0.80858, 0.23924], [-0.85148, -1.21996, -1.63167]], "forces_ev_per_a": [[-0.68, 0.73, 0.30], [-0.31, -0.19, -0.19], [2.04, -0.01, 0.93], [-0.35, -0.48, 0.11], [0.00, -0.23, 0.84], [0.49, -0.87, -0.07], [0.18, 0.14, 0.16], [-1.66, 1.01, -1.78], [-0.22, -0.04, 0.41], [-0.09, -0.26, -0.19], [-0.33, -0.14, -0.34], [0.10, -0.16, 0.38], [0.30, 0.26, -0.42], [-0.38, -0.35, -0.09], [0.29, -0.04, -0.04], [0.61, 0.63, 0.00]], "mulliken_charge": [-0.50, -1.48, -0.86, 1.26, -0.85, -0.12, -0.60, 0.46, 0.34, 0.39, 0.39, 0.36, 0.30, 0.36, 0.27, 0.28], "homo_lumo_gap_ha": 0.395, "total_charge": 0, "e_homo_ev": -9.917, "molar_mass_da": 95.145, "smiles": "CC1(C#N)CCC1", "relative_energy_kj_mol": 199.14}

{"formula": "C2H9N6", "method": "the ωB97M-V functional and the def2-TZVPD basis", "elements": ["N", "N", "N", "N", "N", "N", "C", "C", "H", "H", "H", "H", "H", "H", "H", "H", "H"], "xyz": [[-1.44634, -1.63720, 0.01959], [-2.26050, -0.67689, -0.07100], [-1.54087, 0.41511, -0.06417], [-0.20898, -1.25122, 0.06585], [2.55467, 0.14064, 0.18784], [0.81102, -2.05427, -0.39454], [-0.26325, 0.11745, 0.01283], [-2.16099, 1.71421, -0.06610], [-1.64828, 2.42797, -0.71564], [1.68419, -1.65556, -0.10584], [3.55514, -0.27351, 0.28452], [-3.14878, 1.53224, -0.44694], [2.49176, 0.79738, 0.96301], [0.50164, 0.78912, 0.05810], [2.62400, 0.54220, -0.72556], [0.65333, -3.04190, 0.05111], [-2.19776, 2.11424, 0.94693]], "forces_ev_per_a": [[-1.41, -3.40, -0.41], [-0.53, -0.58, 0.53], [1.28, 0.90, 0.15], [-0.19, 4.08, -0.92], [3.00, -1.97, 0.91], [-1.03, -3.59, 1.16], [-0.86, -2.31, 0.13], [-0.22, 0.80, 0.02], [0.09, -0.36, 0.05], [0.57, 0.53, 0.46], [-2.18, 0.78, 0.05], [-0.51, 0.21, -0.04], [0.12, 0.32, -0.54], [1.69, 1.37, -0.03], [-0.18, 1.00, -0.36], [0.44, 2.33, -1.10], [-0.09, -0.11, -0.05]], "mulliken_charge": [-0.44, -0.32, 0.49, 0.86, -0.88, -0.62, -0.44, -0.77, 0.33, 0.32, 0.27, 0.32, 0.25, 0.66, 0.28, 0.36, 0.34], "homo_lumo_gap_ha": 0.393, "total_charge": 1, "e_homo_ev": -14.565, "molar_mass_da": 117.136, "relative_energy_kj_mol": 93.73}

{"formula": "C3H4F2", "method": "the ωB97M-V functional and the def2-TZVPD basis", "elements": ["F", "F", "C", "C", "C", "H", "H", "H", "H"], "xyz": [[0.83396, 1.35821, -1.75595], [1.42351, -1.25824, 0.37698], [0.38049, -0.49684, 0.47368], [-0.37721, -0.16227, 1.47345], [-0.05073, 0.26947, -1.36652], [0.31688, -0.51681, -1.98657], [-0.22829, -0.32786, 2.52253], [-1.04954, 0.58517, -1.14499], [-1.24907, 0.54918, 1.40738]], "forces_ev_per_a": [[-1.81, -1.49, 1.22], [0.87, -0.69, 0.58], [-1.53, 2.71, -5.07], [-1.58, 1.58, 1.33], [3.64, 0.16, 3.70], [-0.90, -0.68, -0.51], [0.56, -0.87, 0.28], [-0.41, 0.14, -0.74], [1.14, -0.86, -0.78]], "mulliken_charge": [-0.27, -0.21, 0.47, -0.74, -0.28, 0.27, 0.31, 0.30, 0.15], "homo_lumo_gap_ha": 0.409, "total_charge": 0, "e_homo_ev": -10.160, "molar_mass_da": 78.061, "relative_energy_kj_mol": 265.90}

{"formula": "C5H12CdO3", "method": "the ωB97M-V functional and the def2-TZVPD basis", "elements": ["Cd", "O", "O", "O", "C", "C", "C", "C", "C", "H", "H", "H", "H", "H", "H", "H", "H", "H", "H", "H", "H"], "xyz": [[0.09206, -1.75670, 0.75640], [1.48108, 0.65771, -0.94676], [-1.26678, -0.44476, -0.04938], [1.76007, -1.15653, 1.34760], [-1.01348, 0.42454, -1.15166], [-2.58221, -0.33245, 0.47777], [2.35967, 0.07774, 1.20404], [0.38420, 0.22841, -1.69372], [1.55646, 1.08974, 0.39488], [0.57013, -0.82973, -1.93834], [3.33929, -0.04462, 0.69497], [-2.77369, 0.70349, 0.78986], [-1.74237, 0.18936, -1.94216], [-0.70074, -3.27075, 1.05037], [0.43505, 0.76431, -2.65166], [-3.31068, -0.63577, -0.28735], [-1.16697, 1.46290, -0.82057], [0.57510, 1.26926, 0.86473], [2.56677, 0.55443, 2.18486], [-2.64521, -1.00566, 1.34003], [2.08226, 2.05507, 0.37609]], "forces_ev_per_a": [[-1.45, -3.97, 0.48], [0.49, 0.21, -0.42], [-1.41, 1.72, -0.98], [3.12, 1.54, 1.05], [-0.11, 0.30, -0.01], [-0.29, -0.01, 0.03], [0.44, 0.34, 0.00], [0.00, -0.17, -0.21], [-0.03, 0.11, 0.40], [-0.36, -0.01, 0.04], [-0.27, 0.16, 0.15], [0.01, -0.22, -0.04], [0.19, 0.13, 0.07], [-0.14, 0.28, -0.22], [-0.18, -0.04, 0.08], [0.10, 0.08, 0.21], [0.02, -0.14, -0.12], [0.02, -0.18, -0.20], [-0.06, -0.17, -0.14], [-0.03, 0.17, -0.26], [-0.08, -0.13, 0.10]], "mulliken_charge": [0.52, -0.33, -0.18, -0.85, -0.32, -0.69, -0.13, -0.80, -0.61, 0.35, 0.27, 0.31, 0.44, -0.15, 0.34, 0.30, 0.41, 0.26, 0.31, 0.19, 0.36], "homo_lumo_gap_ha": 0.346, "total_charge": 0, "e_homo_ev": -8.846, "molar_mass_da": 232.560, "relative_energy_kj_mol": 33.41}